No. 1
Below is one molecule with the formula C12H12, with properties calculated with ωB97M-V/def2-TZVPD.

The calculation puts the frontier orbital gap at 8.9 eV. Its HOMO energy is -8.389 eV. The LUMO energy comes out at 0.56 eV. As for the energy above the lowest of the compared OMol25 structures with the same formula, charge and spin: 35.6 kcal per mole. The structure (SMILES) is C=C1C(=C)[C@H](C)c2ccccc21.

Each line ends with the Mulliken charge.
Cartesian coordinates (Å):
C -3.31 0.16 0.25  -0.528
C -2.81 1.32 0.83  -0.634
C -2.47 -0.72 -0.40  -0.572
C -1.45 1.60 0.77  -0.495
C -1.11 -0.44 -0.47  0.481
C -0.60 0.72 0.13  0.250
C -0.10 -1.23 -1.11  0.423
C 1.36 -0.36 -0.72  0.413
C -0.13 -2.33 -1.84  -1.275
C 2.57 -0.78 -0.99  -1.203
C 0.90 0.86 0.02  0.386
C 1.56 0.96 1.40  -1.264
H -4.37 -0.03 0.31  0.383
H -3.48 2.01 1.33  0.379
H -2.86 -1.62 -0.85  0.328
H -1.06 2.50 1.23  0.396
H 0.76 -2.76 -2.25  0.235
H -1.06 -2.83 -2.05  0.298
H 3.44 -0.21 -0.70  0.343
H 2.76 -1.71 -1.49  0.228
H 1.15 1.77 -0.55  0.355
H 2.60 0.64 1.33  0.387
H 1.05 0.31 2.11  0.355
H 1.54 1.98 1.77  0.331

No. 2
Below is C40H44AlN4SSbSe4Si3 as an isolated structure, with properties calculated with ωB97M-V/def2-TZVPD.

The calculation puts the frontier orbital gap (spin up / spin down) at 5.7 / 5.7 eV. Its HOMO energy (spin up / spin down) is -7.027 / -7.012 eV. The LUMO energy (spin up / spin down) comes out at -1.29 / -1.28 eV.

Each line ends with the Mulliken charge.
Cartesian coordinates (Å):
Al -0.35 -0.48 0.08  0.678
N -0.65 -2.33 -3.63  0.049
C -1.78 -1.58 -3.87  1.154
C -2.52 -1.41 -5.06  -1.457
C -3.62 -0.54 -4.97  -0.666
C -3.97 0.08 -3.81  -1.484
C -3.27 -0.12 -2.50  3.836
C -2.06 -0.97 -2.67  -1.469
N -1.12 -1.32 -1.73  1.289
C -0.28 -2.15 -2.36  0.201
C 0.83 -2.79 -1.71  -0.717
C 1.73 -3.67 -2.23  -0.721
S 2.84 -4.12 -1.02  -0.230
C 2.03 -3.11 0.10  -0.680
N 1.01 -2.47 -0.39  1.017
H -0.15 -2.89 -4.30  0.247
H -2.25 -1.91 -5.98  0.455
H -4.21 -0.36 -5.86  0.453
H -4.83 0.73 -3.79  0.448
H -2.94 0.86 -2.13  -2.368
H 1.81 -4.05 -3.24  0.455
H 2.37 -3.01 1.11  0.147
C -4.23 -0.72 -1.46  -1.038
Si -3.63 2.22 0.09  -0.304
C -4.83 2.87 -1.18  -1.136
C -4.51 1.40 1.50  -0.858
C -1.95 2.46 -0.10  0.780
C -1.04 2.34 1.06  0.012
C -0.82 3.42 1.91  -0.270
C 0.05 3.32 2.98  -1.090
C 0.66 2.10 3.24  -1.040
C 0.37 1.05 2.41  -0.101
N -0.42 1.16 1.33  1.048
Si -1.38 3.63 -1.49  -0.101
C -1.47 2.79 -3.17  -0.588
C -2.48 5.16 -1.62  -1.299
C 0.32 4.30 -1.13  -0.704
H -5.10 -0.08 -1.32  0.601
H -3.73 -0.86 -0.49  -0.358
H -4.59 -1.70 -1.78  0.472
H -5.76 2.31 -1.17  0.463
H -4.41 2.88 -2.19  0.312
H -5.07 3.91 -0.93  0.502
H -5.44 0.97 1.13  0.488
H -4.76 2.11 2.29  0.480
H -3.93 0.60 1.95  -0.084
H -1.33 4.36 1.70  0.600
H 0.23 4.18 3.61  0.491
H 1.34 1.97 4.07  0.543
H 0.81 0.08 2.57  -0.044
H -2.50 2.55 -3.45  0.235
H -0.87 1.88 -3.21  0.039
H -1.10 3.48 -3.93  0.552
H -3.41 5.01 -2.17  0.333
H -1.92 5.94 -2.15  0.384
H -2.73 5.57 -0.63  0.359
H 1.07 3.55 -0.89  -0.058
H 0.29 5.02 -0.30  0.341
H 0.67 4.85 -2.01  0.448
C 1.61 -5.30 3.27  -0.662
C 0.56 -5.68 2.44  -0.767
C -0.35 -4.73 1.99  -0.116
C -0.24 -3.39 2.35  0.193
C 0.82 -3.04 3.20  -0.525
C 1.73 -3.97 3.66  -0.718
Si -1.41 -2.01 1.78  1.195
C -2.91 -2.86 0.99  0.365
C -2.75 -3.66 -0.15  0.274
C -3.83 -4.29 -0.75  -1.127
C -5.11 -4.12 -0.24  -0.857
C -5.30 -3.33 0.88  -0.734
C -4.21 -2.71 1.49  -0.338
C -2.05 -1.33 3.45  0.560
C -2.33 0.00 3.76  0.022
C -2.84 0.38 4.99  -1.183
C -3.09 -0.57 5.96  -0.781
C -2.83 -1.91 5.69  -0.827
C -2.31 -2.28 4.46  -0.384
H 2.32 -6.04 3.62  0.378
H 0.45 -6.71 2.15  0.434
H -1.17 -5.05 1.35  0.417
H 0.93 -2.00 3.52  0.431
H 2.54 -3.67 4.31  0.442
H -1.76 -3.80 -0.57  0.382
H -3.67 -4.92 -1.63  0.453
H -5.95 -4.61 -0.71  0.373
H -6.29 -3.20 1.29  0.445
H -4.37 -2.12 2.38  0.303
H -2.12 0.78 3.04  0.872
H -3.03 1.43 5.20  0.455
H -3.49 -0.28 6.93  0.364
H -3.01 -2.67 6.44  0.452
H -2.11 -3.33 4.27  0.422
Se 3.44 -0.59 2.04  -0.522
Sb 3.37 0.90 0.15  0.698
Se 3.88 3.23 0.22  -0.596
Se 4.98 -0.41 -1.32  -0.342
Se 1.26 0.63 -1.30  -0.499

Quick rundown of largest force on an atom, same order as above: 4.37 0.59 eV/A